123
Properties=species:S:1:pos:R:3 method="wB97M-V/def2-TZVPD" total_charge=+1 orbital_gap_ev=4.77 multiplicity=1
In 4.386 1.913 -6.399
C -1.225 -1.029 -2.243
C -0.027 -0.303 -2.769
C 0.737 0.607 -1.742
O 1.656 1.292 -2.181
C 0.324 0.512 -0.308
C -0.697 -0.292 0.019
C -1.519 -1.118 -0.947
O -2.576 -1.862 -0.629
O -0.882 -0.377 1.306
O 0.363 -0.287 -3.963
H -1.854 -1.554 -2.946
H 0.828 1.095 0.448
C -4.488 3.178 -7.255
C -3.946 2.331 -6.096
O -3.339 3.346 -5.273
S -2.537 4.371 -6.315
O -1.215 3.847 -6.623
O -2.764 5.817 -5.996
O -3.479 4.006 -7.597
H -5.470 3.581 -7.006
H -4.953 2.577 -8.037
H -3.206 1.568 -6.337
H -4.786 1.748 -5.719
C -3.744 -7.494 -3.099
C -3.515 -7.919 -1.610
O -4.061 -9.233 -1.500
S -5.480 -9.304 -2.441
O -6.564 -8.471 -1.845
O -5.717 -10.723 -2.683
O -4.756 -8.449 -3.677
H -2.789 -7.436 -3.620
H -4.061 -6.496 -3.404
H -3.869 -7.173 -0.899
H -2.475 -8.076 -1.322
C -3.784 5.050 3.027
C -5.102 5.542 2.287
O -5.644 6.439 3.136
S -4.408 7.347 3.837
O -4.452 7.349 5.281
O -4.325 8.694 3.204
O -3.184 6.306 3.303
H -3.171 4.561 2.270
H -3.938 4.442 3.918
H -5.874 4.794 2.107
H -4.892 5.976 1.309
C -8.045 0.648 3.162
C -7.806 0.052 1.875
O -9.040 0.087 1.261
S -9.881 1.448 1.483
O -11.300 1.239 1.541
O -9.303 2.386 0.530
O -9.093 1.645 2.980
H -7.187 1.280 3.392
H -8.475 0.046 3.962
H -7.464 -0.983 1.892
H -7.166 0.654 1.231
C 1.334 -4.834 -6.413
C 2.158 -5.127 -5.148
O 3.426 -4.561 -5.485
S 3.742 -4.291 -7.064
O 3.940 -5.580 -7.762
O 4.606 -3.113 -7.238
O 2.113 -3.928 -7.120
H 0.420 -4.274 -6.215
H 1.041 -5.692 -7.018
H 2.225 -6.137 -4.743
H 1.737 -4.551 -4.324
C 1.714 2.255 6.244
C 1.994 2.270 7.792
O 2.477 3.515 8.069
S 3.146 4.217 6.752
O 4.573 4.070 6.734
O 2.660 5.604 6.684
O 2.387 3.254 5.578
H 0.702 2.481 5.910
H 1.882 1.314 5.721
H 2.667 1.486 8.140
H 1.073 2.261 8.375
C 4.756 -3.237 1.713
C 6.284 -3.171 1.979
O 6.653 -2.428 0.922
S 5.886 -3.061 -0.483
O 6.592 -4.288 -0.927
O 5.449 -2.062 -1.508
O 4.603 -3.639 0.363
H 4.267 -2.301 1.983
H 4.276 -3.990 2.338
H 6.638 -4.202 1.976
H 6.562 -2.779 2.957
C -0.638 -5.504 5.029
C -1.973 -5.886 4.367
O -1.868 -7.301 4.165
S -0.273 -7.822 4.136
O -0.069 -8.381 2.801
O 0.085 -8.660 5.268
O 0.256 -6.293 4.328
H -0.536 -5.756 6.084
H -0.405 -4.455 4.844
H -2.396 -5.529 3.429
H -2.819 -5.967 5.049
C 10.604 2.099 0.650
C 10.657 3.499 1.281
O 9.715 4.176 0.502
S 8.392 3.270 0.063
O 7.776 3.519 -1.264
O 7.455 3.331 1.166
O 9.284 1.897 0.005
H 10.943 1.310 1.321
H 11.379 2.099 -0.117
H 11.570 4.080 1.148
H 10.493 3.487 2.358
C 0.656 6.613 -0.690
C 2.080 6.316 -0.075
O 2.990 7.117 -0.745
S 2.499 7.351 -2.303
O 2.799 6.110 -3.060
O 2.849 8.614 -2.823
O 0.886 7.277 -1.939
H 0.088 7.266 -0.028
H 0.270 5.595 -0.738
H 2.387 5.287 -0.261
H 2.118 6.567 0.986

***

74
Properties=species:S:1:pos:R:3 method="wB97M-V/def2-TZVPD" total_charge=0 orbital_gap_ev=10.14 relative_energy_kcal_mol=53.8 smiles=c1ccncc1.c1ccncc1.C1CCOC1.C1CCOC1.C1CCOC1.C1CCOC1 multiplicity=1
C -12.980 -10.732 14.732
C -13.829 -9.656 14.867
C -15.152 -9.977 15.171
N -15.684 -11.202 15.367
C -14.833 -12.193 15.191
C -13.429 -12.023 14.899
H -11.954 -10.626 14.412
H -13.561 -8.610 14.825
H -15.839 -9.156 15.314
H -15.271 -13.179 15.232
H -12.873 -12.913 14.641
C -20.066 -9.995 24.049
C -19.219 -8.917 24.121
C -18.812 -8.307 22.945
N -19.057 -8.831 21.718
C -19.854 -9.944 21.653
C -20.359 -10.504 22.810
H -20.532 -10.352 24.955
H -18.992 -8.548 25.111
H -18.198 -7.428 23.071
H -19.913 -10.317 20.640
H -21.030 -11.350 22.779
C -18.813 -5.512 9.997
C -19.614 -5.834 8.739
C -18.669 -5.229 7.691
O -17.325 -5.332 8.233
C -17.350 -5.913 9.531
H -19.372 -6.176 10.656
H -18.840 -4.511 10.428
H -20.612 -5.396 8.709
H -19.689 -6.915 8.620
H -18.885 -4.203 7.392
H -18.904 -5.850 6.827
H -16.587 -5.437 10.147
H -17.186 -6.986 9.630
C -10.106 -14.803 8.395
C -9.111 -15.521 9.226
C -7.908 -15.458 8.352
O -8.321 -15.342 6.937
C -9.714 -15.058 6.895
H -10.058 -13.715 8.444
H -11.132 -15.080 8.639
H -9.381 -16.544 9.487
H -8.830 -14.943 10.106
H -7.131 -16.183 8.594
H -7.262 -14.615 8.597
H -10.211 -15.947 6.508
H -9.821 -14.190 6.244
C -18.140 -21.547 17.604
C -19.414 -21.746 16.902
C -19.001 -21.309 15.561
O -17.966 -20.390 15.795
C -17.140 -20.823 16.864
H -17.811 -22.439 18.137
H -18.341 -20.948 18.492
H -20.127 -21.151 17.474
H -19.791 -22.765 16.815
H -19.747 -21.035 14.815
H -18.569 -22.220 15.145
H -16.679 -20.002 17.414
H -16.442 -21.517 16.396
C -7.094 -3.421 13.111
C -5.948 -4.100 13.929
C -6.449 -5.512 14.155
O -7.892 -5.502 13.868
C -8.344 -4.191 13.525
H -6.727 -3.661 12.114
H -7.204 -2.343 13.236
H -5.738 -3.559 14.852
H -4.940 -4.217 13.532
H -6.247 -5.786 15.191
H -6.018 -6.294 13.530
H -8.901 -3.693 14.318
H -9.054 -4.232 12.698

***

83
Properties=species:S:1:pos:R:3 method="wB97M-V/def2-TZVPD" total_charge=+2 orbital_gap_ev=1.58 multiplicity=1
C 2.565 -4.864 -1.783
C 2.142 -3.629 -0.926
C 1.637 -2.507 -1.867
C 0.289 -1.837 -1.425
C -0.442 -1.514 -2.747
C 0.489 -0.646 -0.461
O 1.050 -1.158 0.771
C 2.345 -0.864 1.058
O 2.507 0.342 1.753
F 3.176 -0.790 -0.011
C 2.856 -1.988 2.029
I 1.477 -3.440 2.667
C 4.120 -2.081 2.523
C 4.557 -3.182 3.478
I 5.608 -0.690 2.045
C -0.787 0.166 -0.072
C -0.311 1.260 0.977
C 0.613 2.335 0.428
O 1.131 3.052 1.604
Si 1.575 4.618 1.302
C 2.074 4.987 -0.480
C 0.252 5.751 1.987
C 3.149 4.910 2.377
O -1.767 -0.493 0.685
C -2.479 -1.578 0.113
B -2.185 -2.879 1.055
C -2.387 -4.291 0.349
O -1.823 -2.751 2.376
C -4.043 -1.448 0.211
Br -4.599 -0.463 1.805
C -4.704 -0.975 -1.121
C -5.782 0.102 -0.985
Br -5.542 -2.503 -2.037
C -1.320 1.072 -1.203
C -2.594 1.567 -1.018
C -3.116 2.429 -1.974
C -2.325 2.748 -3.072
C -1.071 2.205 -3.125
N -0.537 1.385 -2.221
H 1.679 -5.478 -1.978
H 3.025 -4.579 -2.731
H 3.226 -5.498 -1.181
H 1.288 -3.963 -0.332
H 3.025 -3.359 -0.340
H 2.399 -1.760 -2.114
H 1.401 -3.008 -2.813
H -0.264 -2.671 -0.969
H -0.553 -2.413 -3.361
H -1.429 -1.055 -2.638
H 0.196 -0.832 -3.322
H 1.138 0.056 -0.994
H 2.634 0.157 2.690
H 4.470 -4.167 3.019
H 5.567 -2.970 3.835
H 3.910 -3.099 4.359
H -1.249 1.769 1.238
H 0.029 0.799 1.904
H 1.491 1.972 -0.113
H 0.046 3.084 -0.139
H 1.207 5.439 -0.980
H 2.836 5.795 -0.469
H 2.411 4.105 -1.027
H -0.087 5.419 2.972
H 0.664 6.763 2.084
H -0.602 5.721 1.300
H 4.000 4.301 2.017
H 2.991 4.582 3.413
H 3.362 6.019 2.395
H -2.281 -1.805 -0.938
H -2.500 -5.111 1.064
H -3.313 -4.238 -0.244
H -1.594 -4.491 -0.384
H -2.614 -2.449 2.855
H -4.418 -2.462 0.368
H -3.924 -0.636 -1.806
H -5.407 1.042 -0.575
H -6.134 0.329 -2.000
H -6.661 -0.251 -0.441
H -3.200 1.321 -0.153
H -4.114 2.831 -1.820
H -2.723 3.408 -3.834
H -0.452 2.464 -3.985
Cd 4.729 6.563 1.105

***

| no. | LUMO (Eh) |
| --- | --- |
| 1 | -0.28357 |
| 2 | 0.02893 |
| 3 | -0.41498 |